No. 1
A 2-piece molecular cluster, C9H14O overall in a non-equilibrium geometry. Source: the Open Molecules 2025 dataset; level of theory: ωB97M-V with the def2-TZVPD basis set.

Computed properties:
E	-11598.2122	eV
E_HOMO (spin up / spin down)	-14.34 / -14.87	eV
HOMO-LUMO gap (spin up / spin down)	10.2735 / 7.0808	eV

Structure (ORCA input):
```
! wB97M-V def2-TZVPD RIJCOSX def2/J DEFGRID3
* xyz 1 2
C 1.9803 -1.3120 -2.3910
C -1.2032 -1.6189 0.4100
C -0.5685 -0.4005 0.2530
C -0.6314 -2.8074 -0.1063
C 0.4361 -0.1832 -0.6472
C 0.4084 -2.6247 -1.0212
C 0.9385 -1.3908 -1.2749
O -2.2057 -1.7403 1.2949
H -2.8269 -0.9559 1.1663
H -0.9071 0.4411 0.8605
H -0.7772 -3.8005 0.3183
H 0.8854 0.7610 -0.8253
H 0.8770 -3.5483 -1.2817
H 2.5907 -2.2354 -2.2684
H 2.6168 -0.4309 -2.3809
H 1.4378 -1.5654 -3.2896
C 0.0221 3.0276 0.7010
C -0.7583 2.9160 2.0641
H -0.2766 2.1340 0.2108
H -0.1562 3.9563 0.1935
H 1.0749 2.9386 0.9618
H -1.7801 3.3081 2.0054
H -0.9013 1.7770 2.1252
H -0.2755 3.3545 2.9218
*
```

=====

No. 2
A 2-piece molecular cluster, C9H14O overall in a non-equilibrium geometry. Source: the Open Molecules 2025 dataset; level of theory: ωB97M-V with the def2-TZVPD basis set.

Computed properties:
E	-11597.5594	eV
E_HOMO (spin up / spin down)	-13.82 / -13.82	eV
HOMO-LUMO gap (spin up / spin down)	9.5364 / 5.8749	eV

Structure (ORCA input):
```
! wB97M-V def2-TZVPD RIJCOSX def2/J DEFGRID3
* xyz 1 2
C -1.5880 1.4648 -2.5489
C -0.9626 2.9133 -0.6811
C -0.8486 1.6698 -1.3085
C -0.1717 3.1887 0.4610
C -0.0877 0.6254 -0.8255
C 0.6854 2.1494 0.9081
C 0.6784 0.9043 0.4269
O 1.3992 2.3389 2.0447
H -1.7085 3.7041 -1.1127
H -0.1036 4.2789 0.7788
H -2.1787 0.5661 -2.3690
H -0.9544 1.0797 -3.3426
H 0.0074 -0.2349 -1.4710
H 1.2782 0.0696 0.9792
H 1.4176 3.3615 2.2374
H -2.2988 2.3554 -2.8442
C 0.9815 -4.0353 1.7635
C 0.4146 -3.6813 0.3480
H 1.9349 -4.5442 1.6408
H 1.2355 -3.0680 2.3562
H 0.1933 -4.5381 2.4095
H -0.1300 -4.4360 -0.0631
H 1.0823 -3.2970 -0.4279
H -0.2757 -2.8354 0.6405
*
```

=====

No. 3
A 2-piece molecular cluster, C9H14O2 overall in a non-equilibrium geometry. Source: the Open Molecules 2025 dataset; level of theory: ωB97M-V with the def2-TZVPD basis set.

Computed properties:
E	-13653.5978	eV
E_HOMO	-8.62	eV
SMILES string	Cc1ccc(O)cc1.CCO
HOMO-LUMO gap	9.3437	eV

Structure (ORCA input):
```
! wB97M-V def2-TZVPD RIJCOSX def2/J DEFGRID3
* xyz 0 1
C 0.0673 -2.8672 1.8720
C 0.6790 -1.9483 0.9036
C 0.7874 -0.5658 1.1039
C 1.2694 0.3025 0.1560
C 1.8198 -0.2675 -0.9884
O 2.6538 0.5591 -1.7503
C 1.5819 -1.6029 -1.2874
C 1.1516 -2.5051 -0.3172
H 0.7740 -3.1736 2.6853
H -0.1661 -3.8537 1.4270
H -0.8232 -2.5974 2.4472
H 0.3334 -0.1201 1.9849
H 1.6553 1.2859 0.4404
H 2.1093 0.6229 -2.5598
H 1.9122 -1.9885 -2.2604
H 1.0435 -3.5675 -0.5125
C -2.7766 2.4326 0.0309
C -1.4235 2.1619 -0.5600
O -0.5066 3.2949 -0.6075
H -3.1295 1.6088 0.6307
H -3.4890 2.7239 -0.7348
H -2.7622 3.3343 0.6814
H -0.8353 1.4600 0.1530
H -1.3199 1.5767 -1.4596
H -0.6059 3.6942 -1.4783
*
```

=====

No. 4
A single C9H14O2 molecule in a non-equilibrium geometry. Source: the Open Molecules 2025 dataset; level of theory: ωB97M-V with the def2-TZVPD basis set.

Computed properties:
E	-13649.2254	eV
E_HOMO (spin up / spin down)	-6.82 / -9.41	eV
HOMO-LUMO gap (spin up / spin down)	7.6150 / 7.7235	eV

Structure (ORCA input):
```
! wB97M-V def2-TZVPD RIJCOSX def2/J DEFGRID3
* xyz 0 3
C 0.3523 1.3096 -0.3871
C -0.4698 1.8660 0.5831
C -2.5484 2.0814 -1.5671
C 1.0662 0.1606 -0.4052
C -2.1746 2.9972 -0.5538
C -0.3835 -1.7685 -0.1827
C 0.9382 -1.2391 1.8412
C 2.1264 -2.0609 -0.1302
C 0.9238 -1.1333 0.2846
O -2.2316 0.8592 -1.6481
O -1.4155 2.7693 0.4802
H 0.4811 2.0120 -1.2155
H -0.1102 1.7145 1.5421
H -3.4121 2.5546 -2.0249
H 1.5920 0.0684 -1.3699
H -2.6053 3.9798 -0.6052
H -0.3818 -1.9463 -1.3259
H -1.0683 -0.9490 -0.1569
H -0.5640 -2.6422 0.3510
H 1.7927 -1.0425 2.4664
H 0.2458 -0.6165 2.4306
H 0.8353 -2.2378 2.1769
H 2.9509 -1.4551 0.2004
H 1.9800 -2.2333 -1.2048
H 2.0804 -3.0479 0.4208
*
```

=====

No. 5
C9H14OS2 as an isolated structure in a non-equilibrium geometry. Source: the Open Molecules 2025 dataset; level of theory: ωB97M-V with the def2-TZVPD basis set.

Computed properties:
E	-33272.9016	eV
E_HOMO	-8.13	eV
HOMO-LUMO gap	8.8451	eV

Structure (ORCA input):
```
! wB97M-V def2-TZVPD RIJCOSX def2/J DEFGRID3
* xyz 0 1
C 0.1428 3.4654 3.9501
C 1.3938 2.9505 3.3783
C -0.5221 4.1999 3.0449
C 1.5465 3.3540 2.0863
C -1.2941 0.8976 -1.3413
C 0.9293 -0.6533 0.1972
C -0.6063 -1.7492 -2.7535
C 0.9585 -1.9183 -0.5674
C -0.4993 -1.9384 -1.2045
O -1.6377 -0.6207 0.7911
S 0.2646 4.3250 1.5641
S -0.8275 -0.2917 -0.3327
H -0.0016 3.3827 4.9779
H 2.0405 2.2523 3.8166
H -1.3935 4.6484 3.1533
H -1.7032 1.8336 -1.0673
H -0.5360 1.0069 -1.9763
H 2.2549 2.9690 1.3790
H 0.9132 -0.7703 1.3781
H 1.5726 0.1752 -0.0523
H -0.2750 -2.5633 -3.3509
H -1.5897 -1.6155 -3.0341
H 0.0334 -0.9268 -2.9831
H 1.7266 -1.9408 -1.2684
H 1.1328 -2.8688 0.0094
H -1.3161 -2.6293 -0.8474
*
```

=====

No. 6
A 2-piece molecular cluster, C9H14S overall in a non-equilibrium geometry. Source: the Open Molecules 2025 dataset; level of theory: ωB97M-V with the def2-TZVPD basis set.

Computed properties:
E	-20395.0401	eV
E_HOMO	-8.81	eV
SMILES string	Cc1ccccc1.CCS
HOMO-LUMO gap	9.6836	eV

Structure (ORCA input):
```
! wB97M-V def2-TZVPD RIJCOSX def2/J DEFGRID3
* xyz 0 1
C 0.6875 1.4731 -2.5659
C 1.1943 0.7730 -1.3391
C 2.2871 -0.0785 -1.3757
C 2.7981 -0.6529 -0.2097
C 2.2016 -0.3359 0.9995
C 1.1815 0.6107 1.0588
C 0.6787 1.1807 -0.1012
H -0.3217 1.1423 -2.8193
H 1.3064 1.3420 -3.4557
H 0.6712 2.5570 -2.4286
H 2.7977 -0.2070 -2.3267
H 3.6018 -1.3667 -0.3190
H 2.6078 -0.7491 1.9239
H 0.7069 0.7493 2.0175
H -0.2592 1.7240 -0.0432
C -3.3027 -0.2884 1.5717
C -2.0715 -1.1750 1.4131
S -1.9245 -1.8130 -0.2828
H -3.6421 0.1023 0.6080
H -3.1181 0.5330 2.2599
H -4.1805 -0.8342 1.9287
H -1.1638 -0.6347 1.6696
H -2.1234 -2.0311 2.0801
H -0.6132 -2.0207 -0.2640
*
```

=====

No. 7
A 2-piece molecular cluster, C9H14S overall in a non-equilibrium geometry. Source: the Open Molecules 2025 dataset; level of theory: ωB97M-V with the def2-TZVPD basis set.

Computed properties:
E	-20393.5576	eV
E_HOMO	-8.93	eV
SMILES string	Cc1ccccc1.CCS
HOMO-LUMO gap	9.6897	eV

Structure (ORCA input):
```
! wB97M-V def2-TZVPD RIJCOSX def2/J DEFGRID3
* xyz 0 1
C 0.4785 1.4930 1.2845
C -0.8316 1.0327 0.9230
C -1.1665 0.3862 -0.3104
C -2.4694 -0.0901 -0.5467
C -3.5099 0.1299 0.2967
C -3.1467 0.7777 1.5240
C -1.9023 1.1556 1.9024
H 0.6302 2.4628 1.7499
H 1.2087 1.6044 0.4282
H 0.9712 0.7441 1.9170
H -0.4574 0.2654 -1.0709
H -2.6768 -0.6656 -1.4358
H -4.5067 -0.0160 0.1877
H -4.0258 0.8195 2.1893
H -1.5599 1.3477 2.9051
C 1.9604 -1.4470 -0.5769
C 3.1376 -1.4731 -1.5653
S 2.8659 -1.0549 -3.3039
H 1.2145 -2.1556 -0.7083
H 1.4848 -0.5643 -0.2189
H 2.5548 -1.7207 0.4897
H 3.8330 -0.6612 -1.2433
H 3.7457 -2.4630 -1.6711
H 2.1676 0.0925 -3.1462
*
```

=====

No. 8
A single C9H14SSi molecule in a non-equilibrium geometry. Source: the Open Molecules 2025 dataset; level of theory: ωB97M-V with the def2-TZVPD basis set.

Computed properties:
E	-28274.2039	eV
E_HOMO	-8.94	eV
SMILES string	C[Si](C)(C)Sc1ccccc1
HOMO-LUMO gap	9.7565	eV

Structure (ORCA input):
```
! wB97M-V def2-TZVPD RIJCOSX def2/J DEFGRID3
* xyz 0 1
C -0.7635 0.8710 -0.6723
Si 0.7380 0.0473 -1.4986
C 0.0213 -1.1960 -2.7033
C 1.5184 1.5045 -2.3805
S 1.9807 -1.0523 0.0376
C 0.7360 -0.7850 1.2572
C 0.8147 0.3774 2.0237
C -0.2132 0.7384 2.8525
C -1.3086 -0.0895 2.9782
C -1.3660 -1.3109 2.3059
C -0.3451 -1.6367 1.4322
H -1.2649 1.3677 -1.5092
H -1.4664 0.2061 -0.1661
H -0.4489 1.6278 0.0458
H -0.9378 -0.9344 -3.1448
H -0.1251 -2.0454 -2.0573
H 0.7168 -1.4748 -3.4989
H 2.5638 1.6276 -2.0606
H 1.4199 1.3737 -3.4613
H 0.9517 2.4124 -2.1141
H 1.6771 1.0224 1.9245
H -0.1662 1.6442 3.4622
H -2.1381 0.2469 3.5417
H -2.1964 -1.9549 2.4777
H -0.3985 -2.5873 0.9278
*
```

=====

No. 9
A 2-piece molecular cluster, C9H15BF2N3O6P overall in a non-equilibrium geometry. Source: the Open Molecules 2025 dataset; level of theory: ωB97M-V with the def2-TZVPD basis set.

Computed properties:
E	-41729.6656	eV
E_HOMO	-9.23	eV
HOMO-LUMO gap	6.0301	eV

Structure (ORCA input):
```
! wB97M-V def2-TZVPD RIJCOSX def2/J DEFGRID3
* xyz 0 1
C 1.5015 -1.0449 -0.2703
C 0.5813 -0.5895 -1.4789
O 0.3240 -1.4370 -2.3779
N -0.0505 0.7387 -1.6358
C 0.9160 1.7974 -2.0616
C -0.8675 1.1373 -0.4563
C -1.9018 2.1999 -1.1098
C -2.6639 1.2017 -2.1381
C -2.7305 -0.0553 -1.1538
P -3.9315 -1.5231 -1.0778
N -4.1911 -1.9774 -2.6144
N -1.7634 -0.0642 -0.2221
O -1.6373 -1.0046 0.7496
H 0.9087 -1.2033 0.7046
H 1.9248 -2.0825 -0.5302
H 2.3603 -0.3333 -0.0308
H 1.8631 1.3225 -2.4989
H 0.4172 2.3577 -2.9377
H 1.2387 2.5126 -1.2342
H -0.3660 1.5953 0.4589
H -2.6131 2.7028 -0.3546
H -1.4477 3.1197 -1.6192
H -2.2463 1.0849 -3.1861
H -3.7604 1.5470 -2.2402
H -5.1375 -1.1996 -0.3762
H -3.3057 -2.6634 -0.4386
H -3.6487 -1.3138 -3.2017
H -1.3191 -0.5125 1.5508
B 4.3035 -1.4609 3.0998
O 3.6230 -0.3750 2.3679
C 2.8101 0.2332 3.2238
O 2.0998 1.1736 2.9387
C 2.9123 -0.4093 4.5407
O 2.3027 -0.0941 5.5346
O 3.7881 -1.4078 4.4799
F 5.7154 -1.2486 3.0913
F 3.9913 -2.7242 2.5046
*
```